ORCA calculation (the ωB97M-V functional and the def2-TZVPD basis) on a structure of composition C24H18AsF5N3O8RuS3.

Geometry (Å):
Ru -1.408 -0.210 0.817
O 5.383 -1.703 2.673
N 5.031 -2.228 1.630
O 5.764 -2.933 0.958
C 3.650 -2.034 1.177
C 3.176 -2.961 0.312
C 1.833 -2.925 -0.139
C 1.336 -3.848 -1.086
C 0.057 -3.710 -1.517
C -0.749 -2.691 -0.968
N -0.332 -1.875 -0.019
C 0.973 -1.938 0.344
C 1.503 -0.905 1.203
N 0.668 0.115 1.506
C 1.102 1.124 2.219
C 2.422 1.185 2.686
C 3.289 0.167 2.402
C 2.844 -0.930 1.633
H 3.833 -3.748 -0.031
H 1.993 -4.614 -1.479
H -0.361 -4.333 -2.293
H -1.768 -2.570 -1.293
H 0.380 1.910 2.408
H 2.745 2.042 3.262
H 4.306 0.202 2.753
O 1.752 0.248 -1.866
As -0.011 0.351 -2.412
O -0.289 -1.142 -3.034
O -0.536 0.762 -0.861
C 0.355 1.781 -3.711
C 1.676 2.196 -3.899
C 1.983 3.155 -4.852
C 0.978 3.716 -5.632
C -0.331 3.309 -5.451
C -0.637 2.345 -4.498
S -2.336 1.836 -4.296
O -3.078 3.070 -4.097
O -2.673 1.143 -5.530
O -2.238 0.982 -3.115
H 1.683 0.594 -0.968
H 2.453 1.760 -3.290
H 3.014 3.466 -4.982
H 1.218 4.469 -6.374
H -1.140 3.731 -6.034
C -1.483 -0.321 5.411
C -1.664 0.051 3.960
S -1.616 -1.236 2.800
C -1.941 1.316 3.553
C -2.078 2.456 4.530
S -2.194 1.694 1.883
H -1.347 -1.398 5.508
H -2.350 -0.036 6.017
H -0.606 0.168 5.849
H -2.550 2.141 5.465
H -2.675 3.256 4.092
H -1.099 2.880 4.786
F -4.147 0.435 -0.057
C -3.264 -0.629 0.007
F -3.160 -1.063 -1.305
C -4.122 -1.737 0.660
F -3.423 -2.885 0.816
F -4.597 -1.383 1.861
F -5.200 -2.065 -0.091

## Properties
Orbital gap (alpha / beta) (Ha): 0.16179 / 0.18305
Net charge: -2
Spin multiplicity: 2
Expectation value of S²: 0.763